Record 1
{"formula": "C16H18N5NaOS", "method": "ωB97M-V/def2-TZVPD", "total_charge": 0, "gap_ev": 7.4460, "species": ["Na", "O", "C", "N", "C", "C", "C", "C", "C", "C", "N", "C", "C", "C", "C", "C", "N", "H", "H", "H", "H", "H", "H", "H", "H", "H", "H", "S", "C", "N", "C", "C", "C", "N", "H", "H", "H", "H", "H", "H", "H", "H"], "positions_angstrom": [[0.247, 1.084, -0.202], [-0.936, 3.493, 2.053], [-0.959, 3.175, 0.848], [-0.078, 3.370, -0.119], [1.143, 4.011, 0.295], [2.438, 3.258, 0.027], [3.618, 4.009, -0.027], [4.831, 3.377, -0.197], [4.851, 1.993, -0.321], [3.646, 1.325, -0.271], [2.468, 1.930, -0.106], [-2.214, 2.431, 0.395], [-3.457, 3.007, 0.649], [-4.600, 2.336, 0.267], [-4.478, 1.088, -0.334], [-3.209, 0.577, -0.520], [-2.097, 1.228, -0.172], [1.146, 4.261, 1.365], [1.248, 4.964, -0.240], [3.557, 5.085, 0.070], [5.749, 3.950, -0.237], [5.772, 1.444, -0.454], [3.611, 0.245, -0.371], [-3.496, 3.965, 1.147], [-5.577, 2.772, 0.437], [-5.346, 0.523, -0.646], [-3.064, -0.400, -0.967], [1.048, -1.642, -0.317], [0.289, -3.141, -0.241], [0.107, -3.879, -1.346], [-0.581, -5.161, -1.376], [-0.416, -5.857, -0.036], [-0.835, -4.909, 1.076], [-0.124, -3.649, 0.930], [0.417, -3.450, -2.200], [-0.153, -5.758, -2.181], [-1.644, -5.019, -1.596], [0.619, -6.170, 0.104], [-1.043, -6.748, -0.010], [-0.594, -5.324, 2.055], [-1.917, -4.745, 1.042], [0.011, -3.048, 1.725]]}



Record 2
{"formula": "C16H18N8O3S", "method": "ωB97M-V/def2-TZVPD", "total_charge": 0, "gap_ev": 8.7765, "species": ["C", "N", "C", "C", "N", "C", "N", "C", "N", "C", "C", "N", "C", "N", "C", "C", "O", "N", "C", "C", "C", "C", "C", "S", "N", "O", "O", "C", "H", "H", "H", "H", "H", "H", "H", "H", "H", "H", "H", "H", "H", "H", "H", "H", "H", "H"], "positions_angstrom": [[-4.847, 1.846, -3.179], [-3.420, 1.619, -3.548], [-2.869, 2.035, -4.842], [-2.655, 0.909, -2.772], [-3.018, 0.773, -1.557], [-2.164, -0.037, -0.720], [-1.653, -1.178, -1.175], [-1.158, -2.092, -0.338], [-1.050, -1.926, 1.074], [-1.667, -0.737, 1.466], [-2.140, 0.197, 0.642], [-2.531, 1.280, 1.468], [-2.164, 0.907, 2.637], [-1.578, -0.311, 2.713], [-0.940, -0.878, 3.919], [0.558, -0.685, 4.009], [1.000, -0.085, 4.932], [1.121, -1.102, 2.792], [2.475, -0.928, 2.291], [3.545, -0.712, 3.144], [4.839, -0.427, 2.598], [5.088, -0.481, 1.196], [4.040, -0.849, 0.353], [4.191, -0.834, -1.506], [3.423, 0.589, -1.855], [3.399, -1.768, -2.330], [5.516, -0.666, -2.007], [2.736, -1.013, 0.902], [-5.327, 0.833, -2.942], [-5.027, 2.591, -2.300], [-5.338, 2.271, -4.035], [-3.360, 1.773, -5.735], [-1.874, 1.613, -4.965], [-2.550, 3.146, -4.962], [-1.777, 0.448, -3.226], [-1.036, -3.005, -0.912], [-2.472, 1.528, 3.439], [-1.155, -1.970, 3.838], [-1.396, -0.601, 4.932], [0.428, -1.503, 2.192], [3.340, -0.531, 4.230], [5.557, 0.034, 3.254], [6.049, 0.032, 0.906], [3.347, 0.651, -2.820], [2.505, 0.425, -1.406], [2.005, -1.180, 0.205]]}



Record 3
{"formula": "C16H18O4", "method": "ωB97M-V/def2-TZVPD", "total_charge": 0, "gap_ev": 9.0199, "species": ["C", "C", "C", "C", "C", "C", "C", "C", "O", "C", "C", "C", "C", "C", "C", "O", "O", "O", "C", "C", "H", "H", "H", "H", "H", "H", "H", "H", "H", "H", "H", "H", "H", "H", "H", "H", "H", "H"], "positions_angstrom": [[3.117, 2.067, -1.493], [3.762, 0.794, -0.948], [3.269, 0.344, 0.437], [3.135, 1.528, 1.401], [1.980, -0.451, 0.431], [1.644, -1.164, 1.582], [0.480, -1.894, 1.665], [-0.397, -1.942, 0.583], [-1.522, -2.703, 0.765], [-2.486, -2.745, -0.255], [-3.109, -1.413, -0.548], [-3.592, -0.889, -1.722], [-4.072, 0.394, -1.407], [-3.845, 0.564, -0.060], [-4.134, 1.716, 0.787], [-4.651, 2.733, 0.393], [-3.766, 1.533, 2.062], [-3.264, -0.542, 0.452], [-0.070, -1.254, -0.575], [1.106, -0.520, -0.640], [3.444, 2.936, -0.930], [2.033, 2.022, -1.447], [3.411, 2.211, -2.531], [4.840, 0.967, -0.882], [3.614, -0.027, -1.653], [4.040, -0.324, 0.843], [2.940, 1.176, 2.411], [4.053, 2.111, 1.413], [2.311, 2.173, 1.106], [2.315, -1.151, 2.429], [0.225, -2.442, 2.558], [-2.073, -3.161, -1.185], [-3.250, -3.435, 0.123], [-3.598, -1.365, -2.681], [-4.521, 1.110, -2.063], [-3.976, 2.324, 2.582], [-0.717, -1.272, -1.439], [1.323, -0.008, -1.563]]}



Record 4
{"formula": "C16H18RuS2", "method": "ωB97M-V/def2-TZVPD", "total_charge": 1, "multiplicity": 2, "s2": 0.79, "gap_ev": [6.9073, 5.6974], "species": ["Ru", "C", "C", "C", "C", "C", "C", "C", "C", "C", "C", "H", "H", "H", "H", "H", "H", "H", "H", "H", "H", "H", "H", "H", "H", "S", "C", "C", "C", "C", "C", "C", "S", "H", "H", "H", "H"], "positions_angstrom": [[-0.145, 0.551, -0.740], [3.336, -1.191, 0.443], [2.447, -0.428, 1.418], [3.271, 0.184, 2.559], [1.650, 0.676, 0.771], [2.044, 1.310, -0.413], [1.279, 2.362, -0.986], [0.132, 2.873, -0.344], [-0.640, 4.028, -0.913], [-0.291, 2.212, 0.832], [0.420, 1.105, 1.355], [3.749, -2.067, 0.939], [4.179, -0.583, 0.109], [2.783, -1.534, -0.433], [1.725, -1.125, 1.851], [3.997, 0.899, 2.169], [3.817, -0.600, 3.083], [2.641, 0.699, 3.286], [2.925, 0.966, -0.935], [1.601, 2.807, -1.918], [-1.394, 3.683, -1.620], [0.025, 4.712, -1.437], [-1.147, 4.580, -0.124], [-1.207, 2.531, 1.312], [0.049, 0.595, 2.233], [-2.313, 0.471, -0.874], [-2.817, -1.178, -0.960], [-4.169, -1.522, -1.021], [-4.520, -2.853, -1.124], [-3.532, -3.832, -1.157], [-2.190, -3.495, -1.077], [-1.830, -2.159, -0.975], [-0.154, -1.664, -0.805], [-4.918, -0.740, -0.996], [-5.561, -3.140, -1.180], [-3.818, -4.872, -1.238], [-1.424, -4.260, -1.091]]}



Record 5
{"formula": "C16H19B2F24O6", "method": "ωB97M-V/def2-TZVPD", "total_charge": -1, "gap_ev": 7.2857, "species": ["O", "B", "C", "B", "O", "O", "H", "H", "H", "H", "H", "H", "H", "C", "C", "C", "F", "F", "F", "F", "O", "C", "C", "F", "F", "F", "F", "H", "H", "H", "H", "C", "C", "C", "F", "F", "F", "F", "O", "C", "C", "F", "F", "F", "F", "H", "H", "H", "H", "C", "C", "C", "F", "F", "F", "F", "O", "C", "C", "F", "F", "F", "F", "H", "H", "H", "H"], "positions_angstrom": [[-2.381, -1.969, 1.933], [-2.475, -1.217, 0.620], [-1.001, -0.650, 0.075], [0.159, -1.563, 0.473], [1.073, -1.154, 1.463], [0.430, -2.829, -0.075], [-2.249, -2.894, 1.780], [-2.986, -1.950, -0.236], [-3.213, -0.239, 0.791], [-0.805, 0.322, 0.487], [-1.070, -0.520, -0.982], [0.566, -1.075, 2.274], [0.264, -3.433, 0.646], [2.075, -2.628, -4.522], [2.538, -3.945, -5.175], [1.862, -4.376, -6.478], [0.551, -4.619, -6.307], [2.443, -5.525, -6.914], [2.475, -4.949, -4.280], [3.855, -3.769, -5.499], [1.179, -2.709, -3.442], [-0.181, -2.722, -3.629], [-0.779, -3.993, -3.041], [-0.276, -5.084, -3.676], [-2.119, -3.998, -3.215], [-0.527, -2.534, -4.926], [-0.646, -1.675, -2.949], [2.976, -2.210, -4.077], [1.745, -1.906, -5.268], [1.990, -3.611, -7.250], [-0.542, -4.051, -1.978], [1.295, 2.712, -1.638], [1.891, 3.878, -0.828], [3.268, 4.399, -1.240], [4.220, 3.458, -1.096], [3.599, 5.448, -0.443], [1.897, 3.571, 0.482], [1.043, 4.936, -0.997], [1.400, 1.422, -1.091], [2.489, 0.628, -1.318], [3.175, 0.269, -0.003], [3.618, 1.388, 0.612], [4.248, -0.516, -0.275], [3.341, 1.186, -2.211], [2.045, -0.517, -1.854], [0.224, 2.900, -1.649], [1.618, 2.739, -2.679], [3.255, 4.744, -2.278], [2.479, -0.262, 0.653], [-3.454, 3.473, 4.698], [-3.848, 2.979, 6.102], [-2.751, 2.899, 7.166], [-1.799, 2.013, 6.835], [-3.309, 2.495, 8.338], [-4.480, 1.795, 6.011], [-4.752, 3.887, 6.586], [-3.248, 2.508, 3.699], [-2.009, 1.936, 3.510], [-2.068, 0.426, 3.724], [-2.451, 0.158, 5.000], [-0.826, -0.076, 3.558], [-1.074, 2.527, 4.292], [-1.658, 2.166, 2.240], [-4.324, 4.026, 4.350], [-2.636, 4.192, 4.741], [-2.294, 3.881, 7.322], [-2.761, -0.052, 3.028]]}



Record 6
{"formula": "C16H19BN6PtSe", "method": "ωB97M-V/def2-TZVPD", "total_charge": 0, "multiplicity": 3, "s2": 2.01, "gap_ev": [7.7400, 6.7785], "species": ["H", "N", "B", "N", "C", "Pt", "H", "C", "H", "C", "H", "C", "H", "H", "H", "N", "N", "N", "N", "C", "C", "H", "H", "C", "C", "C", "C", "H", "H", "H", "H", "H", "Se", "C", "C", "C", "C", "C", "C", "H", "H", "H", "H", "H"], "positions_angstrom": [[3.445, 0.204, 1.608], [2.351, -1.284, 0.590], [1.558, -3.204, -0.873], [2.645, -2.473, -0.030], [3.964, -2.716, 0.145], [0.494, -0.570, 0.933], [4.400, -3.624, -0.242], [4.518, -1.646, 0.848], [5.542, -1.523, 1.141], [3.481, -0.751, 1.103], [1.970, -4.184, -1.414], [-3.054, 2.413, -1.277], [-3.689, 2.934, -0.549], [-2.672, 1.489, -0.826], [-3.659, 2.151, -2.153], [1.074, -2.108, -1.910], [0.310, -3.459, 0.014], [0.575, -0.928, -1.437], [-0.314, -2.406, 0.635], [0.992, -2.109, -3.266], [-0.462, -4.558, 0.178], [1.338, -2.962, -3.823], [-0.134, -5.506, -0.225], [0.430, -0.894, -3.648], [-1.601, -4.193, 0.890], [0.180, -0.175, -2.460], [-1.484, -2.830, 1.158], [0.220, -0.558, -4.636], [-2.418, -4.827, 1.179], [-0.248, 0.811, -2.281], [-2.125, -2.130, 1.669], [-2.262, 3.020, -1.571], [-0.022, 0.794, 2.645], [-0.816, 2.515, 2.153], [-0.092, 3.490, 1.457], [-0.630, 4.775, 1.334], [-1.887, 5.064, 1.878], [-2.626, 4.067, 2.528], [-2.098, 2.783, 2.656], [0.893, 3.244, 1.060], [-0.055, 5.552, 0.827], [-2.297, 6.071, 1.788], [-3.607, 4.290, 2.950], [-2.647, 1.998, 3.176]]}